Record 1
This record from the Open Molecules 2025 dataset describes a molecular structure, C35H44GaNO18P at a distorted geometry. The level of theory is wB97M-V/def2-TZVPD.

Geometry as XYZ:
```
100
Properties=species:S:1:pos:R:3:forces:R:3:mulliken_charge:R:1
C 6.27501 -0.22840 2.00242 -0.39 0.26 0.26 -0.666
C 4.70045 -0.77791 1.91175 2.64 0.03 -0.15 -0.346
O 3.88420 0.37609 1.50379 -0.31 -1.90 1.93 -0.320
C 2.50859 0.29343 2.06962 -1.01 -0.73 -0.80 -0.300
C 1.46817 0.37779 0.79501 -0.51 0.01 -0.15 -0.376
C 0.51885 1.71360 0.77841 0.95 0.84 0.14 -0.467
C -0.59673 1.79446 1.97511 -0.79 0.18 -0.18 -0.547
C -1.25691 0.36290 2.41851 0.43 0.56 1.18 0.042
Ga -2.81339 -0.29165 1.20858 -0.97 0.76 1.45 -0.632
C -3.81185 1.21101 0.19898 -1.22 0.85 -1.17 -0.273
C -5.41913 1.33553 0.64078 -0.07 -0.23 -0.53 -0.714
C -4.20263 -1.18248 2.52121 -0.11 -1.71 0.49 -0.123
C -3.37818 -1.95267 3.73576 -0.78 0.58 -0.48 -0.236
N -3.58456 -1.15956 5.00755 0.21 -0.02 0.16 -0.743
P -2.00937 -2.02629 -0.14213 2.17 2.00 -1.61 0.630
O -0.93114 -1.40399 -1.11629 -1.85 -1.60 1.38 -0.713
H 7.06033 -1.12352 1.99722 -1.78 1.89 -0.12 0.373
H 6.40091 0.42945 2.98780 -0.14 -2.15 -2.55 0.247
H 6.45244 0.50292 1.07684 -0.27 -1.73 1.89 0.051
H 4.45563 -1.21154 2.97127 0.03 0.90 -2.05 0.318
H 4.73126 -1.64714 1.10747 -0.64 1.78 1.55 0.198
H 2.35375 -0.78118 2.56586 0.40 2.53 -0.82 0.450
H 2.36875 1.15802 2.86028 0.15 -1.74 -1.55 0.219
H 0.79065 -0.58698 0.77834 1.36 2.03 -0.07 0.013
H 2.10697 0.36107 -0.19302 -1.17 0.04 2.05 0.302
H 0.05094 1.90003 -0.30385 0.83 -0.80 2.46 0.254
H 1.25132 2.64153 0.94557 -1.45 -1.85 -0.41 0.151
H -1.49272 2.45844 1.55049 1.93 -1.32 0.96 0.219
H -0.20695 2.39310 2.92837 -0.45 -1.33 -2.04 0.282
H -1.74094 0.54110 3.49547 1.01 -0.41 -2.16 -0.184
H -0.50045 -0.51958 2.55374 -0.98 1.84 -0.11 0.105
H -3.31558 2.27776 0.33504 -0.98 -2.15 -0.49 0.311
H -3.81025 0.93323 -0.96138 0.08 0.87 2.29 0.176
H -6.03976 1.78097 -0.27293 1.20 -0.64 2.01 0.268
H -5.56099 2.03002 1.60075 0.25 -1.62 -2.11 0.250
H -5.89682 0.26010 0.83862 1.14 2.44 -0.16 0.030
H -4.90466 -0.38770 3.01684 1.08 -1.63 -0.93 0.262
H -4.83477 -2.02790 1.98136 0.91 1.90 1.00 -0.015
H -2.21917 -2.02518 3.49127 -2.42 0.11 0.71 0.125
H -3.80653 -3.04093 3.92844 1.00 2.17 -0.38 0.228
H -3.21128 -0.18409 4.94225 -0.56 -1.33 -0.27 0.276
H -4.59838 -1.09540 5.25219 1.26 -0.06 -0.64 0.265
H -1.38629 -3.02539 0.71221 -0.70 -0.08 -0.61 0.001
H -3.12756 -2.65650 -0.83157 0.75 -0.38 0.36 -0.058
C -7.25873 -1.85762 -3.26156 -0.70 -0.15 -0.39 -0.671
C -6.65405 -1.72437 -2.07948 2.31 0.62 -0.27 0.300
C -7.39188 -1.94133 -0.80426 0.02 -0.02 1.30 0.842
O -6.80467 -1.83019 0.26618 -0.44 -0.17 -1.17 -0.453
C -8.82109 -2.28128 -0.88424 0.16 0.05 0.08 -1.087
C -9.42640 -2.41109 -2.06635 -1.52 -0.37 0.51 0.363
C -8.68186 -2.22121 -3.34140 0.77 0.16 -0.62 1.046
O -9.26120 -2.36532 -4.41273 -0.18 -0.09 0.49 -0.780
O -10.76995 -2.72775 -2.14874 1.55 0.36 -0.74 -0.593
O -5.31733 -1.38025 -1.99647 -2.31 -0.64 0.53 -0.493
H -6.73391 -1.70504 -4.19623 -0.03 -0.02 0.07 0.493
H -9.34965 -2.41872 0.05036 0.04 0.00 -0.05 0.453
H -10.97059 -2.76563 -3.10937 0.13 0.03 0.43 0.340
H -5.11534 -1.34831 -1.03602 0.10 0.11 -0.22 0.011
C 5.10165 5.39693 2.19958 0.35 0.57 0.06 -0.695
C 5.07660 4.08234 2.42751 -2.07 -0.95 -0.87 0.171
C 6.20023 3.39630 3.12351 0.59 -0.57 0.43 1.035
O 6.14031 2.19031 3.33565 -0.31 1.77 0.21 -0.656
C 7.35761 4.20853 3.53017 -0.26 -0.22 0.19 -0.862
C 7.38398 5.52251 3.29906 1.42 0.37 0.66 0.325
C 6.24841 6.21260 2.62794 -0.72 0.54 -0.49 0.865
O 6.29362 7.42459 2.44576 0.32 -0.64 0.25 -0.634
O 8.46971 6.29139 3.67615 -1.57 -0.24 -0.74 -0.597
O 4.00331 3.30870 2.02545 2.12 0.89 1.05 -0.334
H 4.29079 5.90879 1.69677 0.04 -0.05 0.05 0.463
H 8.17515 3.69439 4.01907 -0.13 0.08 -0.05 0.314
H 8.24827 7.20792 3.40150 0.03 -0.40 0.11 0.343
H 4.22215 2.39330 2.30550 -0.19 -0.17 -0.41 0.145
C -6.61928 -6.95355 -4.97517 -0.17 0.25 0.15 -0.982
C -6.32643 -7.69628 -6.04442 1.20 -1.20 0.66 0.413
C -6.94906 -7.42406 -7.36951 -0.34 0.06 -0.99 0.920
O -6.64599 -8.11172 -8.33817 0.01 0.21 0.77 -0.621
C -7.92259 -6.32474 -7.46074 0.31 -0.43 -0.19 -0.839
C -8.21789 -5.58435 -6.39057 -1.50 1.48 -0.65 0.364
C -7.57459 -5.83919 -5.07249 0.25 0.16 1.14 0.921
O -7.85260 -5.12995 -4.11132 0.03 -0.48 -0.86 -0.479
O -9.13394 -4.55141 -6.46862 1.48 -1.56 0.81 -0.553
O -5.43146 -8.74701 -5.96003 -1.24 1.16 -0.89 -0.568
H -6.17242 -7.13893 -4.00652 -0.01 0.03 -0.06 0.425
H -8.38101 -6.14908 -8.42549 0.04 0.00 0.06 0.427
H -9.17279 -4.16840 -5.56513 -0.01 0.23 -0.28 0.267
H -5.38815 -9.12609 -6.86486 -0.02 0.19 0.37 0.344
C 10.49373 3.71054 -1.35165 0.39 0.19 -0.18 -0.790
C 9.76890 3.42379 -0.26855 -1.70 -0.90 -0.65 0.255
C 10.24938 3.77002 1.09780 0.06 0.10 1.04 0.923
O 9.55268 3.51099 2.07274 0.53 -0.07 -1.04 -0.496
C 11.56557 4.41555 1.22250 -0.30 -0.12 0.15 -0.949
C 12.29177 4.69908 0.13949 1.50 0.77 0.72 0.373
C 11.79885 4.37780 -1.22797 -0.13 -0.13 -1.09 0.914
O 12.48086 4.66729 -2.20532 -0.20 -0.07 0.86 -0.615
O 13.53075 5.30321 0.24962 -1.49 -0.77 -0.93 -0.576
O 8.54244 2.79434 -0.37676 1.65 0.94 0.93 -0.516
H 10.15557 3.46655 -2.35087 0.02 0.02 0.07 0.433
H 11.91068 4.64559 2.22235 -0.04 0.00 -0.05 0.444
H 13.85463 5.40404 -0.67203 -0.16 -0.04 0.37 0.346
H 8.21597 2.69902 0.54444 0.08 -0.03 -0.36 0.231
```
Forces are in eV/Å.

Values from the calculation:
* F_max: 0.0654 Eh/bohr
* energy: -137011.4645 eV
* charge: -1
* multiplicity: 1

---

Record 2
This record from the Open Molecules 2025 dataset describes a molecular structure, C35H44GeKN6O2Se at a distorted geometry. The level of theory is wB97M-V/def2-TZVPD.

Geometry as XYZ:
```
90
Properties=species:S:1:pos:R:3:forces:R:3:mulliken_charge:R:1
K 1.51613 -0.67024 -0.05529 -0.18 0.88 -1.67 0.901
C 1.13455 1.94682 -2.28767 0.04 -0.03 -0.04 0.263
N 2.38947 1.21909 -2.15494 0.07 0.19 -0.09 1.057
C 2.86462 0.66697 -3.41215 -0.01 -0.09 0.06 -1.895
C 2.65595 -0.82517 -3.54027 0.12 -0.21 -0.20 0.787
C 3.41136 -1.53207 -4.47538 -0.02 -0.03 0.02 -0.937
C 3.25662 -2.90297 -4.55827 -0.04 0.07 0.01 -0.507
C 2.36296 -3.52332 -3.69830 -0.06 -0.07 -0.06 -0.802
C 1.64546 -2.73151 -2.81784 -0.02 -0.13 -0.13 -0.357
N 1.77094 -1.41353 -2.75440 0.20 0.08 -0.17 0.627
C 3.42609 2.02619 -1.52057 0.00 0.03 -0.03 -0.976
C 2.98834 2.66131 -0.22535 0.09 0.15 0.10 0.483
C 3.03905 4.03845 -0.03604 -0.02 0.01 0.00 -0.947
C 2.63226 4.55929 1.18451 0.01 -0.11 0.02 -0.494
C 2.18500 3.69065 2.16738 0.09 0.14 -0.06 -0.744
C 2.19195 2.32908 1.89441 -0.09 -0.05 0.10 -0.507
N 2.58847 1.82959 0.73166 0.07 -0.03 -0.12 0.018
C 0.06308 1.12930 -2.96206 -0.15 0.13 -0.19 -0.047
C -0.29804 1.38345 -4.28370 -0.04 0.03 -0.03 -0.622
C -1.26253 0.59294 -4.88571 0.04 -0.05 0.08 -0.721
C -1.84152 -0.42379 -4.14157 0.00 0.08 -0.11 -0.822
C -1.43777 -0.58093 -2.82438 -0.09 -0.04 0.05 -0.584
N -0.51444 0.17122 -2.24688 0.24 0.09 -0.09 0.703
H 1.27741 2.88595 -2.85705 -0.02 -0.01 0.06 0.207
H 0.79983 2.19293 -1.28192 -0.11 0.10 -0.02 -0.568
H 3.93786 0.85089 -3.50813 -0.02 0.03 -0.02 0.691
H 2.38452 1.15930 -4.27050 0.09 0.06 0.02 0.368
H 4.11071 -1.00797 -5.11622 0.03 -0.01 0.02 0.473
H 3.82831 -3.47904 -5.27532 0.02 -0.02 0.02 0.391
H 2.22852 -4.59613 -3.71436 -0.02 -0.01 0.05 0.475
H 0.93579 -3.16792 -2.12304 0.01 -0.08 0.00 0.368
H 3.78399 2.82206 -2.20084 0.01 -0.03 0.05 0.397
H 4.25907 1.35490 -1.29562 0.05 0.06 -0.06 0.435
H 3.39567 4.68798 -0.82579 -0.04 -0.02 -0.03 0.392
H 2.67306 5.62601 1.36720 -0.05 0.01 -0.02 0.401
H 1.84597 4.05947 3.12541 -0.01 -0.06 0.04 0.476
H 1.86223 1.60296 2.62736 -0.02 0.02 0.04 0.634
H 0.16864 2.19350 -4.83114 0.02 0.00 0.02 0.485
H -1.55197 0.76656 -5.91462 -0.02 0.00 0.00 0.420
H -2.59744 -1.06613 -4.57255 -0.01 -0.05 0.05 0.486
H -1.88353 -1.34283 -2.19225 -0.04 0.01 0.01 0.504
C 4.32682 -4.30582 -0.59845 -0.05 0.13 0.05 -1.389
C 3.43656 -3.31470 0.16697 0.27 -0.26 0.00 0.779
O 3.23161 -2.20137 -0.38641 0.93 -0.88 -0.10 -0.553
C 2.92545 -3.78124 1.37591 0.13 -0.25 -0.15 -1.158
C 2.04462 -3.10343 2.27165 -0.34 0.19 0.40 0.908
C 1.60407 -3.84801 3.51844 0.09 0.09 -0.10 -1.336
N 1.62137 -1.90153 2.03556 0.03 -0.15 -0.02 -0.157
N 0.83168 -1.31523 2.99615 -0.25 -0.21 1.14 -0.246
C 0.10952 -0.28425 2.64697 0.39 -0.40 -0.48 -1.228
O -0.01967 0.22279 1.46936 -0.35 0.56 1.36 0.172
C -0.59852 0.35986 3.80331 -0.21 0.16 0.16 0.884
C -1.25131 1.58023 3.63510 0.12 -0.09 -0.09 0.090
C -1.90187 2.20019 4.69100 0.01 0.09 0.15 -1.062
C -1.90534 1.61525 5.94810 -0.03 0.03 -0.04 -0.401
C -1.26149 0.39600 6.12898 -0.03 -0.01 0.09 -0.625
C -0.61863 -0.22572 5.07249 0.01 0.03 -0.06 -0.616
H 3.71598 -4.84865 -1.32447 0.02 -0.01 -0.05 0.176
H 4.80162 -5.03042 0.06276 -0.01 -0.06 0.00 0.396
H 5.09212 -3.75739 -1.14890 0.00 0.04 -0.01 0.329
H 3.21735 -4.78542 1.66151 0.00 0.02 0.03 0.105
H 1.99795 -4.86357 3.54123 0.05 0.00 -0.07 0.356
H 0.51515 -3.88557 3.55746 -0.01 0.04 0.11 0.285
H 1.95251 -3.31081 4.40234 -0.11 0.01 0.05 0.244
H -1.24466 2.03310 2.65635 0.01 0.01 -0.02 0.439
H -2.40285 3.14991 4.53801 0.00 -0.01 -0.03 0.397
H -2.40443 2.10366 6.77700 -0.01 -0.03 0.00 0.366
H -1.26794 -0.06861 7.10856 0.03 -0.03 -0.01 0.385
H -0.10680 -1.16991 5.19441 -0.01 -0.01 0.02 0.450
C -7.17545 0.62277 0.06171 0.31 -0.07 -0.02 -1.247
Ge -5.27345 0.14013 0.41037 -0.25 0.07 0.03 0.466
C -5.00630 -1.70016 -0.24862 0.04 0.16 0.12 -1.141
C -5.04806 0.28199 2.36236 0.07 -0.09 -0.21 -1.108
C -3.93907 1.25277 -0.51912 0.19 -0.16 0.24 -1.026
Se -2.15997 0.81749 0.33282 -1.31 0.06 -0.13 0.408
C -1.48208 2.62362 0.13215 0.04 -0.04 -0.04 -0.967
H -7.80752 -0.05095 0.64255 -0.02 -0.02 0.01 0.349
H -7.44753 0.51838 -0.98852 0.04 0.02 -0.05 0.351
H -7.39414 1.64265 0.37810 0.04 0.04 0.00 0.358
H -5.52132 -2.44334 0.35899 -0.02 0.01 0.05 0.414
H -3.93917 -1.92487 -0.23903 0.02 -0.05 0.02 0.317
H -5.36647 -1.78909 -1.27445 0.00 0.04 -0.03 0.319
H -5.83352 -0.25029 2.90065 -0.06 -0.04 -0.07 0.406
H -5.07856 1.32942 2.66499 0.02 0.04 -0.03 0.322
H -4.08087 -0.11773 2.66239 0.03 0.02 0.02 0.325
H -4.14654 2.31752 -0.39941 -0.04 -0.01 0.08 0.490
H -3.90684 1.03049 -1.58893 -0.04 0.01 0.00 0.326
H -2.13367 3.31762 0.66295 0.04 0.01 0.03 0.526
H -1.44146 2.90458 -0.92095 0.04 -0.04 -0.01 0.368
H -0.48554 2.63433 0.56983 0.02 0.00 0.01 -0.150
```
Forces are in eV/Å.

Values from the calculation:
* F_max: 0.0369 Eh/bohr
* energy: -188233.0821 eV
* charge: -1
* multiplicity: 1

---

- Among the records above, which one has the highest F_max?
  C35H44GaNO18P

---

- The highest F_max belongs to which entry?
  C35H44GaNO18P